(1)
Density functional theory data (ωB97M-V with the def2-TZVPD basis set) for a molecular structure, C32H40ClF8GaIO26 at a distorted geometry.

Cartesian coordinates (Å):
C1 -4.71757 -0.67983 -0.28724
C2 -4.20559 0.71531 0.15444
I1 -4.27122 0.93669 2.33079
C3 -2.79269 1.06761 -0.40850
Ga1 -2.99038 2.81434 -1.46252
Cl1 -4.00175 2.23073 -3.43623
C4 -1.22880 3.77546 -1.83354
C5 -0.25707 2.76539 -2.49647
C6 1.21056 3.23610 -2.50663
C7 2.26639 2.13445 -2.73696
O1 1.99270 0.90788 -2.04889
C8 1.40508 -0.02159 -2.80749
O2 0.86180 0.15207 -3.85301
H1 -3.91943 -1.24671 -0.76444
H2 -5.54647 -0.58909 -0.97760
H3 -5.12007 -1.22542 0.56760
H4 -4.92049 1.44315 -0.22705
H5 -2.44513 0.22926 -1.02149
H6 -2.11872 1.16736 0.44534
H7 -3.92197 3.78793 -0.56980
H8 -1.44408 4.60285 -2.51925
H9 -0.73678 4.12806 -0.92118
H10 -0.37007 1.81782 -1.96274
H11 -0.54075 2.55903 -3.53294
H12 1.32068 4.02630 -3.25467
H13 1.42366 3.69220 -1.53448
H14 3.20386 2.50033 -2.30810
H15 2.46735 1.96340 -3.79671
H16 1.45637 -1.04247 -2.41210
C9 4.73799 -1.45471 -3.28202
C10 5.69566 -1.64351 -4.42452
O3 6.85796 -2.13351 -3.77619
C11 6.43651 -2.79367 -2.65899
O4 7.10505 -3.53791 -2.02573
O5 5.14446 -2.48832 -2.37771
F1 5.98870 -0.46314 -5.03295
H17 4.85675 -0.48124 -2.80221
H18 3.70071 -1.57713 -3.58483
H19 5.36664 -2.36302 -5.17573
C12 6.21009 -1.16566 -9.06454
C13 6.57169 -2.52081 -8.51014
O6 5.46956 -2.80351 -7.66103
C14 4.39099 -2.14880 -8.18049
O7 3.26797 -2.36346 -7.87442
O8 4.77762 -1.22585 -9.08823
F2 7.70427 -2.47537 -7.76628
H20 6.53005 -0.35571 -8.40630
H21 6.60831 -0.99127 -10.06112
H22 6.66503 -3.31039 -9.25851
C15 -2.90350 -2.01581 6.12717
C16 -2.31807 -1.32660 7.33339
O9 -2.56093 0.04288 7.05025
C17 -3.67870 0.09181 6.26143
O10 -4.30114 1.07654 6.05332
O11 -3.97212 -1.13006 5.77049
F3 -0.98002 -1.51962 7.43350
H23 -2.19060 -2.07803 5.30262
H24 -3.27799 -3.01168 6.34857
H25 -2.79180 -1.59451 8.27984
C18 0.74898 -0.08738 4.87083
C19 0.35406 1.28272 5.36131
O12 0.54013 2.08627 4.21239
C20 0.34761 1.27750 3.12652
O13 0.17904 1.65992 2.02442
O14 0.37844 -0.03243 3.49409
F4 1.18054 1.72039 6.35321
H26 1.82608 -0.25201 4.95312
H27 0.22674 -0.89094 5.38258
H28 -0.68077 1.36203 5.69604
C21 3.23388 2.16705 -7.06126
C22 2.79502 3.00449 -8.23383
O15 4.02780 3.51626 -8.72472
C23 4.98911 2.61030 -8.40390
O16 6.07724 2.58279 -8.87652
O17 4.53570 1.73040 -7.48243
F5 2.00604 4.03672 -7.85439
H29 3.32544 2.75703 -6.14807
H30 2.57739 1.32034 -6.87303
H31 2.29680 2.44366 -9.02673
C24 -7.97806 -2.38738 -4.51575
C25 -6.49947 -2.09669 -4.49175
O18 -6.28405 -1.72719 -3.14200
C26 -7.22154 -2.36866 -2.39302
O19 -7.18394 -2.49182 -1.21652
O20 -8.21320 -2.86068 -3.18658
F6 -6.17890 -1.06138 -5.30035
H32 -8.56458 -1.48428 -4.69209
H33 -8.25172 -3.14102 -5.25117
H34 -5.86687 -2.95288 -4.73675
C27 3.49415 -2.65896 7.18185
C28 3.11366 -3.41748 8.42775
O21 1.70334 -3.50610 8.31375
C29 1.41127 -3.48938 6.98312
O22 0.36856 -3.80159 6.51859
O23 2.48052 -3.07319 6.25949
F7 3.42782 -2.73091 9.55435
H35 3.43463 -1.57928 7.33084
H36 4.48456 -2.91428 6.81264
H37 3.53501 -4.42270 8.49131
C30 -5.15801 2.14717 9.20530
C31 -3.76307 2.71276 9.20373
O24 -3.37039 2.55823 10.56257
C32 -4.05058 1.48678 11.05389
O25 -3.78088 0.91998 12.05913
O26 -5.07315 1.14676 10.23063
F8 -3.75155 4.03039 8.88598
H38 -5.90325 2.89356 9.48516
H39 -5.43458 1.70804 8.24985
H40 -3.06153 2.18053 8.55963

Values from the calculation:
HOMO energy   -4.9 eV
Total charge   -1
HOMO-LUMO gap   6.5 eV
Calculated total energy   -6681.395194 hartree

---

(2)
Density functional theory data (ωB97M-V with the def2-TZVPD basis set) for a single C21H31N3O6 molecule.

Cartesian coordinates (Å):
C1 -3.85328 -2.31604 -0.69528
H1 -4.32655 -3.26177 -0.44156
H2 -3.59371 -2.34388 -1.75116
H3 -2.94424 -2.22597 -0.10529
C2 -4.80746 -1.16443 -0.38987
C3 -6.10639 -1.32068 -1.17559
H4 -6.76505 -0.47390 -0.99991
H5 -6.62256 -2.22469 -0.86186
H6 -5.91103 -1.39774 -2.24246
H7 -5.04870 -1.19478 0.67811
C4 -4.17097 0.22183 -0.63277
N1 -3.01138 0.40424 0.22627
C5 -3.11684 0.80013 1.50276
O1 -4.16380 0.96013 2.08765
C6 -1.77334 1.01883 2.21821
H8 -1.54657 0.14508 2.83308
H9 -1.88984 1.89725 2.86034
O2 -0.66084 1.18832 1.34717
C7 -0.57478 2.37432 0.73752
O3 -1.40575 3.24181 0.82472
C8 0.68035 2.52408 -0.05944
N2 1.62226 1.60124 0.07755
C9 2.75640 1.76528 -0.58992
C10 2.99174 2.83582 -1.45012
C11 2.00120 3.79390 -1.59266
C12 0.82438 3.64427 -0.87767
H10 0.01996 4.36050 -0.93341
H11 2.14499 4.64227 -2.24469
H12 3.93048 2.89582 -1.97720
C13 3.78794 0.69563 -0.40807
O4 4.56277 0.35415 -1.26250
O5 3.70887 0.18302 0.81986
C14 4.37596 -1.04428 1.07202
H13 5.24114 -1.16019 0.41200
H14 4.70610 -1.02998 2.11259
C15 3.42554 -2.23664 0.84698
O6 3.84572 -3.36910 0.76412
N3 2.13524 -1.88248 0.77214
H15 1.88779 -0.90560 0.86016
C16 1.07782 -2.80199 0.40180
C17 -0.11979 -2.56415 1.31345
H16 -0.94183 -3.22090 1.04506
H17 -0.44644 -1.52950 1.24677
H18 0.15872 -2.77078 2.34399
H19 1.48016 -3.80709 0.57023
C18 0.77416 -2.66000 -1.10685
C19 0.06772 -1.34766 -1.44438
H20 0.06310 -1.19754 -2.52222
H21 -0.96438 -1.38074 -1.10470
H22 0.56819 -0.49669 -0.98578
C20 -0.03284 -3.84853 -1.62363
H23 -0.16356 -3.77057 -2.70045
H24 -1.01803 -3.88371 -1.16479
H25 0.48276 -4.78100 -1.40921
H26 1.74710 -2.66712 -1.61182
H27 -2.10004 0.26584 -0.18289
C21 -3.75470 0.49766 -2.07118
H28 -3.32498 1.49479 -2.14250
H29 -3.01446 -0.22302 -2.41091
H30 -4.61584 0.45168 -2.72991
H31 -4.90632 0.97164 -0.31592

Values from the calculation:
HOMO energy   -9.7 eV
SMILES   CC(C)[C@H](C)NC(=O)COC(=O)c1cccc(C(=O)OCC(=O)N[C@@H](C)C(C)C)n1
HOMO-LUMO gap   9.3 eV
Calculated total energy   -1434.611795 hartree

---

(3)
Density functional theory data (ωB97M-V with the def2-TZVPD basis set) for a single C4H3N3 molecule at a distorted geometry.

Cartesian coordinates (Å):
N1 -0.99585 -2.06626 2.41430
C1 -0.57871 -1.34207 1.61751
C2 -0.09647 -0.44462 0.60900
N2 0.87243 0.42741 0.83022
C3 1.06608 0.96846 -0.38928
C4 0.15293 0.56565 -1.33308
N3 -0.57521 -0.41629 -0.65382
H1 1.72064 1.79929 -0.60946
H2 -0.27301 1.55144 -1.47448
H3 -1.29283 -1.04302 -1.01091

Values from the calculation:
HOMO energy   -9.6 eV
SMILES   N#Cc1ncc[nH]1
HOMO-LUMO gap   9.5 eV
Calculated total energy   -318.424796 hartree

---

(4)
Density functional theory data (ωB97M-V with the def2-TZVPD basis set) for a single C5H6N2 molecule at a distorted geometry.

Cartesian coordinates (Å):
C1 0.90208 -1.69961 -0.59119
C2 -0.84599 -0.07547 -1.82859
C3 0.10884 0.41033 -1.07312
C4 0.53710 -0.45288 0.08381
C5 0.02784 0.80489 2.04398
N1 1.05249 -2.69872 -1.12931
N2 0.56920 -0.35362 1.34955
H1 -1.06381 0.49071 -2.68579
H2 -1.39916 -0.91905 -1.55870
H3 0.55265 1.34521 -1.26587
H4 0.04750 1.61790 1.41478
H5 0.50358 0.92377 3.05785
H6 -0.99231 0.60654 2.18261

Values from the calculation:
HOMO energy   -10.3 eV
SMILES   C=C/C(C#N)=N\C
HOMO-LUMO gap   10.5 eV
Calculated total energy   -303.544449 hartree

---

> Which formula does entry 3 have?

C4H3N3

---

> What is the HOMO energy in the second record?

-9.7 eV

---

> What is the formula in the second record?

C21H31N3O6

---

Copy entry 4 word for word.
Density functional theory data (ωB97M-V with the def2-TZVPD basis set) for a single C5H6N2 molecule at a distorted geometry.

Cartesian coordinates (Å):
C1 0.90208 -1.69961 -0.59119
C2 -0.84599 -0.07547 -1.82859
C3 0.10884 0.41033 -1.07312
C4 0.53710 -0.45288 0.08381
C5 0.02784 0.80489 2.04398
N1 1.05249 -2.69872 -1.12931
N2 0.56920 -0.35362 1.34955
H1 -1.06381 0.49071 -2.68579
H2 -1.39916 -0.91905 -1.55870
H3 0.55265 1.34521 -1.26587
H4 0.04750 1.61790 1.41478
H5 0.50358 0.92377 3.05785
H6 -0.99231 0.60654 2.18261

Values from the calculation:
HOMO energy   -10.3 eV
SMILES   C=C/C(C#N)=N\C
HOMO-LUMO gap   10.5 eV
Calculated total energy   -303.544449 hartree